Formula: C4H4N4
Source: the Open Molecules 2025 dataset
Level of theory: wB97M-V/def2-TZVPD

SMILES	[H]/N=C/N=C1N=CC=N1
highest occupied orbital energy	-0.37711	Eh
E_LUMO	-1.6	eV
ΔE to the lowest compared entry with this formula, charge and spin	37.2	kcal per mole

Structure (ORCA input):
```
! RIJCOSX wB97M-V def2-TZVPD def2/J DEFGRID3
* xyz 0 1
C 1.12603 -1.69156 0.19014
C -0.04175 0.30310 0.17517
C -1.21824 2.01701 -0.15213
C -1.43076 1.08687 -1.30324
H 1.98970 -3.31350 0.44419
H 0.68638 -1.98403 -0.81660
H -1.68835 2.98728 -0.02517
H -1.98780 1.18286 -2.21401
N 1.85164 -2.43409 0.90131
N 0.78918 -0.45782 0.76332
N -0.43393 1.54533 0.73964
N -0.72285 0.03728 -1.09684
*
```

These are the natural (NBO) partial charges, in e, on atoms 1 to 6: 0.213 0.476 0.050 0.042 0.334 0.167

***

Formula: C33H35Cl5N4P2Tc
Source: the Open Molecules 2025 dataset
Level of theory: wB97M-V/def2-TZVPD

highest occupied orbital energy (alpha / beta)	-0.44505 / -0.44502	Eh
E_LUMO (alpha / beta)	-7.9 / -9.5	eV
ΔE to the lowest compared entry with this formula, charge and spin	0.0	kcal per mole

Structure (ORCA input):
```
! RIJCOSX wB97M-V def2-TZVPD def2/J DEFGRID3
* xyz 2 4
Tc 0.87082 -3.09234 1.47299
C 2.80460 -2.08151 2.00939
C 1.65053 -1.25900 2.11352
C 1.36781 -0.31286 0.97726
C 0.62506 -0.79627 -0.28671
C 0.57287 -2.26580 -0.48452
C 1.73812 -3.06860 -0.43914
C 3.15739 -2.51508 -0.51468
C 3.74226 -2.00585 0.83791
C -0.39666 -4.63114 0.91059
H 3.34602 -2.28384 2.93484
H 1.38810 -0.97855 3.13597
H 2.32223 0.12312 0.66184
H 0.74199 0.49650 1.37086
H -0.40700 -0.41198 -0.22614
H 1.01741 -0.27938 -1.18119
H -0.26330 -2.64636 -1.06475
H 1.68287 -4.05915 -0.90539
H 3.26813 -1.77287 -1.32143
H 3.78705 -3.37920 -0.78766
H 4.59660 -2.67265 1.04588
H 4.14059 -0.97943 0.76895
H 0.22245 -5.52573 0.74566
H -0.97316 -4.43775 -0.00056
H -1.07772 -4.89295 1.73403
P -1.69465 0.83577 -2.16244
P -0.98187 2.54775 0.66774
N -1.06338 0.51739 -3.74703
N -3.45333 0.99552 -2.76502
N 0.55619 3.46156 0.19507
N -1.39139 3.62513 1.98922
C -1.35845 2.67354 -2.03325
C -1.96269 3.25871 -0.74197
C -0.63321 -0.72728 -4.23898
C -0.12947 -0.53018 -5.51844
C -0.26018 0.86017 -5.81859
C -0.89711 1.46810 -4.75754
C -4.44267 0.02255 -2.60515
C -5.66332 0.51448 -3.07269
C -5.42837 1.84336 -3.53532
C -4.06649 2.08244 -3.38528
C 1.79323 2.81438 0.20099
C 2.71900 3.59861 -0.45666
C 2.05229 4.79035 -0.86459
C 0.72886 4.68779 -0.45501
C -1.10288 4.98908 2.11758
C -2.01625 5.58328 2.97460
C -2.88408 4.54493 3.44573
C -2.48597 3.36641 2.83653
H -1.76218 3.22227 -2.89659
H -0.26081 2.79119 -2.00197
H -1.94602 4.35437 -0.77758
H -3.01282 2.96264 -0.64747
H -0.78402 -1.63182 -3.66655
H 0.23684 -1.28496 -6.19020
H 0.01690 1.38739 -6.70763
H -1.28651 2.46544 -4.64605
H -4.22446 -0.92846 -2.14871
H -6.62270 0.02510 -3.04443
H -6.14260 2.58121 -3.86522
H -3.49171 2.95292 -3.63703
H 1.92010 1.89976 0.73956
H 3.75485 3.34410 -0.60647
H 2.47476 5.62869 -1.38868
H -0.08994 5.39450 -0.52518
H -0.27364 5.42126 1.59545
H -2.02781 6.63031 3.24324
H -3.68033 4.66218 4.16863
H -2.87106 2.36507 2.91584
Cl -0.35970 -3.09389 4.32761
C 0.96869 -4.18879 4.25925
C 1.58234 -4.37025 3.02371
C 2.71375 -5.18515 2.93131
Cl 3.44071 -5.41255 1.39630
C 3.27924 -5.76031 4.08806
Cl 4.79737 -6.53181 3.98657
C 2.59605 -5.66698 5.32352
Cl 3.11439 -6.60605 6.64596
C 1.44454 -4.84704 5.41698
Cl 0.63694 -4.67551 6.91072
*
```

These are the Mulliken partial charges, in e, on atoms 1 to 6: -0.250 -0.471 -1.161 0.173 0.835 -1.201

***

Computed largest force on an atom, in the same sequence as the records: 1.750, 4.717 eV/Å.